Record 1
Molecular formula: C6H8Cl8F18NO4P2S2V
Method: DFT, the ωB97M-V functional and the def2-TZVPD basis

Values from the calculation:
relative energy (zero: lowest compared OMol25 entry of this formula, charge and spin)	0.00	kcal/mol
orbital gap (alpha / beta)	0.3535 / 0.4027	Ha
E_LUMO (alpha / beta)	2.23 / 2.21	eV
highest occupied orbital energy (alpha / beta)	-7.39 / -8.75	eV

ORCA input file:
```
! wB97M-V def2-TZVPD RIJCOSX def2/J DEFGRID3
* xyz -1 4
V -11.91019 -26.88147 -25.69630
P -13.43220 -24.53980 -24.80931
F -13.28341 -23.05624 -25.32729
F -13.33853 -24.10764 -23.30364
F -15.02344 -24.47392 -24.81542
F -13.52051 -26.14652 -24.35424
F -13.47818 -25.14925 -26.34696
F -11.79408 -24.77135 -24.87796
P -13.53340 -29.41779 -26.51675
F -13.14488 -27.99664 -27.33308
F -12.59305 -30.24173 -27.51373
F -12.16067 -29.06328 -25.64019
F -13.82332 -30.70318 -25.64746
F -14.39397 -28.51855 -25.52597
F -14.75979 -29.65108 -27.50081
C -8.69943 -25.84429 -23.53116
F -8.19061 -26.11926 -22.33815
F -9.61205 -24.88223 -23.44067
F -7.74165 -25.45444 -24.36641
S -9.54740 -27.37800 -24.17613
O -8.76555 -28.49423 -23.83640
O -10.91934 -27.30646 -23.70184
N -9.83375 -27.05877 -25.80373
S -8.56671 -27.35560 -26.79073
O -8.55820 -26.40586 -27.85599
O -7.35475 -27.59291 -26.09059
C -9.06168 -28.91560 -27.59882
F -8.97118 -29.93697 -26.76475
F -10.32956 -28.78707 -27.98659
F -8.31259 -29.13850 -28.66538
C -11.08266 -21.87732 -23.10472
Cl -11.77139 -21.52137 -21.52098
Cl -9.38965 -21.34465 -23.23893
H -11.09334 -22.94584 -23.26436
H -11.66490 -21.34565 -23.84426
C -14.86135 -25.33902 -20.82373
Cl -13.90802 -24.05413 -20.12719
Cl -14.48291 -26.90792 -20.08742
H -15.91548 -25.14755 -20.68017
H -14.65940 -25.41735 -21.88319
C -15.48616 -22.19234 -27.26419
Cl -16.09315 -21.42237 -28.73673
Cl -16.45947 -21.78322 -25.83378
H -15.55810 -23.26280 -27.40737
H -14.46982 -21.88925 -27.06243
C -17.90335 -26.01323 -24.16878
Cl -17.86907 -26.13625 -22.40692
Cl -17.90181 -27.59374 -24.94414
H -18.79710 -25.47481 -24.45634
H -17.01422 -25.48860 -24.49342
*
```

***

Record 2
Molecular formula: C2H8O3
Method: DFT, the ωB97M-V functional and the def2-TZVPD basis

Values from the calculation:
relative energy (zero: lowest compared OMol25 entry of this formula, charge and spin)	16.91	kcal/mol
orbital gap	0.3884	Ha
E_LUMO	0.69	eV
SMILES	OCCO.O
highest occupied orbital energy	-9.87	eV

ORCA input file:
```
! wB97M-V def2-TZVPD RIJCOSX def2/J DEFGRID3
* xyz 0 1
O 1.72677 -0.25876 1.19127
C 0.52009 -0.07013 0.46349
C 0.14599 1.42034 0.76211
O 0.96633 2.21823 -0.07831
H 1.57209 -0.77383 2.01053
H 0.65371 -0.26068 -0.61877
H -0.24217 -0.77983 0.83860
H -0.91865 1.69253 0.62827
H 0.41272 1.61444 1.81881
H 1.86325 2.18262 0.31496
O -1.85309 -2.45025 -2.48164
H -2.47433 -2.18510 -3.19719
H -2.37271 -2.34959 -1.65212
*
```

***

Record 3
Molecular formula: C4H11N2
Method: DFT, the ωB97M-V functional and the def2-TZVPD basis

Values from the calculation:
relative energy (zero: lowest compared OMol25 entry of this formula, charge and spin)	48.40	kcal/mol
orbital gap	0.3598	Ha
E_LUMO	-3.54	eV
SMILES	CC/C([NH3+])=C/N
highest occupied orbital energy	-13.33	eV

ORCA input file:
```
! wB97M-V def2-TZVPD RIJCOSX def2/J DEFGRID3
* xyz 1 1
C 2.11517 -0.58938 -0.20030
C 0.70324 -1.14772 -0.57590
C -0.39669 -0.28232 -0.08389
N -1.10330 0.55345 -1.11468
C -0.75400 0.09174 1.15108
N -1.57881 1.15090 1.48678
H 2.59103 -0.04834 -1.00414
H 1.92289 0.17596 0.56247
H 2.75547 -1.36738 0.17753
H 0.59665 -1.23051 -1.65054
H 0.69524 -2.11689 -0.07742
H -0.49371 1.26096 -1.54799
H -1.27754 -0.04994 -1.92851
H -2.01746 0.93325 -0.84689
H 0.03974 -0.15348 1.90215
H -2.56463 0.97777 1.61648
H -1.23327 1.84192 2.13377
*
```

***

Record 4
Molecular formula: C26H40NO2Si2
Method: DFT, the ωB97M-V functional and the def2-TZVPD basis

Values from the calculation:
orbital gap	0.1940	Ha
E_LUMO	-5.34	eV
highest occupied orbital energy	-10.62	eV

ORCA input file:
```
! wB97M-V def2-TZVPD RIJCOSX def2/J DEFGRID3
* xyz 1 1
C 0.95388 -5.27445 -2.60356
Si 0.54083 -4.53977 -0.94282
C -1.27364 -4.68506 -0.55001
C 1.68094 -5.07592 0.41481
O 0.76111 -2.85330 -1.14068
N 2.03428 -2.32730 -0.73036
O 2.69666 -1.95958 -1.87624
Si 1.92210 -1.36288 -3.28313
C 2.89695 -2.20915 -4.61284
C 0.09077 -1.70810 -3.42654
C 2.07447 0.49955 -3.26487
C 1.69696 -1.13415 -0.01469
C 0.47291 -1.20105 0.80173
C 2.39075 0.01538 -0.20841
H 0.95971 -6.36987 -2.51677
H 0.21819 -4.98965 -3.36421
H 1.94287 -4.94430 -2.94503
H -1.50389 -5.74478 -0.37786
H -1.54985 -4.11338 0.34616
H -1.89550 -4.32058 -1.37846
H 2.08322 -6.07004 0.17078
H 2.50340 -4.35297 0.53027
H 1.14227 -5.15293 1.36660
H 2.73149 -1.71630 -5.57999
H 3.96905 -2.16160 -4.38146
H 2.61951 -3.26649 -4.71481
H -0.24868 -1.23959 -4.36389
H -0.16375 -2.77333 -3.49623
H -0.49904 -1.26483 -2.61315
H 1.97783 0.85555 -4.30026
H 1.29244 0.98440 -2.66666
H 3.04831 0.81850 -2.87779
H 0.61057 -0.62304 1.72353
H -0.36987 -0.75037 0.25925
H 0.20951 -2.23101 1.05836
H 2.06508 0.90284 0.33434
H 3.33944 0.00902 -0.74759
C -5.42936 -0.40642 5.61413
C -4.38786 -0.07446 4.58594
C -4.13733 -0.97812 3.53990
C -3.21007 -0.67818 2.55616
C -2.51460 0.56168 2.55844
C -1.72331 0.95931 1.43467
C -0.82240 2.02064 1.43225
C -0.26715 2.48046 0.24112
C 0.31377 3.76824 0.06852
C 0.99443 4.10413 -1.13800
C 1.61081 5.33449 -1.27829
C 1.57412 6.27686 -0.23952
C 2.30316 7.57463 -0.38500
C 0.86005 5.98157 0.93196
C 0.22652 4.76229 1.08779
C -2.69902 1.41877 3.68070
C -3.63892 1.11037 4.65751
H -5.47868 0.36943 6.38576
H -6.42246 -0.51062 5.15049
H -5.20597 -1.36034 6.11243
H -4.70059 -1.91372 3.50477
H -3.01647 -1.38590 1.74788
H -1.95131 0.48170 0.47367
H -0.51324 2.47301 2.39068
H -0.31269 1.82017 -0.63222
H 1.02087 3.37029 -1.94740
H 2.13176 5.59001 -2.20315
H 2.15709 8.19770 0.50232
H 3.37925 7.41015 -0.53483
H 1.94134 8.13794 -1.25384
H 0.80733 6.73527 1.72075
H -0.35706 4.54874 1.98757
H -2.13589 2.34867 3.73346
H -3.81739 1.80175 5.48582
*
```

***

Record 5
Molecular formula: C16H24N5O2Ru
Method: DFT, the ωB97M-V functional and the def2-TZVPD basis

Values from the calculation:
relative energy (zero: lowest compared OMol25 entry of this formula, charge and spin)	2.72	kcal/mol
orbital gap (alpha / beta)	0.2845 / 0.2981	Ha
E_LUMO (alpha / beta)	-7.07 / -7.27	eV
highest occupied orbital energy (alpha / beta)	-14.81 / -15.39	eV

ORCA input file:
```
! wB97M-V def2-TZVPD RIJCOSX def2/J DEFGRID3
* xyz 2 2
Ru 0.57367 -0.10738 0.85444
C -0.50765 1.75695 4.61869
C -0.13172 1.41453 3.21619
N 0.35222 0.28290 2.84153
C 0.14019 -0.93253 3.63194
C -1.00378 -1.63317 2.88819
N -0.50653 -1.79524 1.51157
C -1.35385 -2.38516 0.46091
C -0.37648 -2.85992 -0.63032
N 0.79118 -1.94611 -0.75395
C 1.03399 -1.44339 -2.11330
C -0.04528 -0.43886 -2.46004
N -0.20147 0.45574 -1.32672
C -0.84951 1.54479 -1.43281
C -1.49634 2.03447 -2.68817
C -0.89173 2.34035 -0.18067
C -1.15781 3.70167 -0.14130
C -1.05313 4.37748 1.06092
C -0.69926 3.67572 2.20348
C -0.45510 2.31900 2.09902
N -0.56544 1.66021 0.92477
H 0.15639 1.28833 5.34064
H -1.53310 1.43183 4.81811
H -0.47909 2.83196 4.77570
H -0.13440 -0.72488 4.66227
H 1.04572 -1.53980 3.62263
H -1.90055 -1.01302 2.88362
H -1.23859 -2.59472 3.34876
H 0.28776 -2.43106 1.61160
H -2.04234 -1.62109 0.10193
H -1.93382 -3.23254 0.83285
H -0.90117 -2.93643 -1.58143
H -0.02239 -3.86254 -0.38689
H 1.63212 -2.41083 -0.43011
H 1.04853 -2.24672 -2.85452
H 2.01239 -0.96227 -2.11654
H -1.00055 -0.94195 -2.64387
H 0.21804 0.09495 -3.37489
H -2.02804 1.21891 -3.17856
H -0.73835 2.39690 -3.38726
H -2.20549 2.83568 -2.50192
H -1.41650 4.23062 -1.04692
H -1.23618 5.44216 1.10790
H -0.60597 4.18424 3.15161
O 2.23494 1.16359 0.61476
C 2.98125 0.24063 1.04739
O 2.43134 -0.87739 1.34261
H 4.05800 0.37194 1.17106
*
```

***

Record 6
Molecular formula: C18H23O5P
Method: DFT, the ωB97M-V functional and the def2-TZVPD basis

Values from the calculation:
relative energy (zero: lowest compared OMol25 entry of this formula, charge and spin)	4.37	kcal/mol
orbital gap	0.3760	Ha
E_LUMO	0.66	eV
SMILES	C=CCOC(=O)CCP(=O)(CCC(=O)OCC=C)c1ccccc1
highest occupied orbital energy	-9.57	eV

ORCA input file:
```
! wB97M-V def2-TZVPD RIJCOSX def2/J DEFGRID3
* xyz 0 1
C 5.05566 -2.37751 -3.01393
C 4.19714 -2.38119 -2.01297
C 3.19390 -1.29748 -1.76358
O 1.86402 -1.82260 -1.69898
C 1.44444 -2.28786 -0.52327
O 2.10643 -2.28042 0.48282
C 0.04109 -2.84330 -0.62586
C -0.76587 -2.49746 0.61747
P -1.34028 -0.73912 0.46707
O -2.04780 -0.55077 -0.80473
C -2.39094 -0.60519 1.99786
C -2.36117 0.72040 2.74749
C -2.75936 1.86947 1.84829
O -3.57035 2.71270 2.12152
O -2.05033 1.82999 0.72469
C -2.33371 2.82167 -0.26981
C -3.46948 2.39130 -1.14721
C -4.50931 3.15275 -1.42499
C 0.19346 0.21440 0.66179
C 0.93760 0.19669 1.83186
C 2.12526 0.90163 1.89779
C 2.57199 1.61612 0.79746
C 1.83451 1.62248 -0.37562
C 0.64576 0.91852 -0.44313
H 5.77086 -3.16987 -3.15065
H 5.08533 -1.57503 -3.73252
H 4.17167 -3.19042 -1.29610
H 3.18282 -0.56874 -2.57579
H 3.41520 -0.79897 -0.81072
H 0.13032 -3.92757 -0.73981
H -0.44133 -2.43822 -1.51744
H -0.16260 -2.65610 1.51100
H -1.66465 -3.11756 0.67053
H -2.10193 -1.40914 2.67783
H -3.40473 -0.81068 1.64132
H -3.04497 0.69555 3.59822
H -1.35266 0.92739 3.11360
H -1.40918 2.90861 -0.84792
H -2.55955 3.76994 0.22922
H -3.37760 1.38276 -1.52384
H -5.30608 2.81061 -2.06242
H -4.60453 4.15151 -1.03095
H 0.60226 -0.38233 2.68008
H 2.71045 0.88747 2.80543
H 3.50291 2.16168 0.85223
H 2.19090 2.17067 -1.23611
H 0.05440 0.89323 -1.34725
*
```

***

In Ha, the E values for the records above are, in order, -8491.96763, -306.68295, -268.22777, -1798.68450, -1142.74123, -1417.27222.